No. 1
# C26H56Br12F6NNiO26S9

C26H56Br12F6NNiO26S9 as an isolated structure at a distorted geometry (wB97M-V/def2-TZVPD, OMol25).

Properties
Orbital gap (spin up / spin down): 8.26 / 6.28 eV
Spin multiplicity: 3
Strongest force on any atom: 5.893 eV/Å
<S²>: 2.003
Net charge: +1
Energy: -39614.01605 hartree
LUMO (spin up / spin down): -3.4 / -5.4 eV

```
137
Properties=species:S:1:pos:R:3:forces:R:3
Ni 1.708 -1.796 -1.551 -0.2 0.9 -0.8
C -2.488 -1.265 -0.915 1.7 1.3 1.4
F -1.966 -2.285 -0.251 -0.1 -0.3 -0.3
F -2.948 -1.630 -2.069 -0.6 -0.3 -0.3
F -3.344 -0.647 -0.140 -0.7 -0.2 -0.4
S -1.096 0.047 -1.256 -0.1 1.5 -2.4
O -0.999 0.078 -2.719 0.5 -0.5 2.2
O -1.395 1.322 -0.613 0.7 -2.1 -0.8
N 0.351 -0.715 -0.633 -2.5 1.3 -0.3
S 0.270 -0.520 0.950 -1.5 -0.8 5.6
O -1.008 -0.075 1.570 2.6 -0.6 -2.3
O 0.790 -1.704 1.644 0.5 1.4 -1.9
C 1.517 0.889 1.272 -0.2 -0.3 -0.8
F 1.067 2.148 1.047 0.3 -1.4 0.3
F 1.993 0.755 2.484 -0.4 0.4 0.8
F 2.540 0.639 0.447 -0.1 0.8 -0.5
O 3.267 -1.563 -0.214 0.9 -0.1 0.0
S 4.387 -2.306 0.382 1.8 -2.8 -0.7
O 4.642 -3.615 -0.259 -0.3 2.7 1.2
O 5.800 -1.396 0.414 -2.8 -1.3 -1.0
C 7.044 -2.161 0.271 1.2 0.3 0.4
C 8.118 -1.121 0.625 -1.0 -0.2 -0.1
C 4.122 -2.586 2.148 0.2 0.7 -1.1
H 7.257 -2.572 -0.716 -0.8 0.1 -0.1
H 7.020 -2.983 0.987 0.1 0.0 0.0
H 9.101 -1.571 0.762 -0.2 0.0 0.2
H 7.717 -0.637 1.515 0.7 0.2 0.2
H 8.182 -0.374 -0.166 0.0 0.0 0.0
H 4.952 -3.249 2.392 -0.2 -0.1 0.1
H 3.125 -3.020 2.234 0.1 0.0 0.1
H 4.229 -1.629 2.657 -0.2 0.0 0.0
O 0.417 -2.371 -3.136 -0.1 -1.4 -0.4
S 0.059 -3.297 -4.240 -0.5 -2.1 -2.3
O 0.726 -4.607 -4.443 -0.9 3.1 1.1
O -1.565 -3.604 -4.180 3.4 2.5 1.1
C -1.994 -4.783 -4.818 -0.3 -1.9 0.6
C -3.448 -4.536 -5.033 -0.2 -0.5 0.0
C 0.110 -2.346 -5.856 0.4 -0.7 2.1
H -1.802 -5.595 -4.117 -0.2 -0.2 0.0
H -1.439 -5.097 -5.702 0.1 0.7 -0.3
H -3.972 -4.400 -4.087 0.1 0.1 0.0
H -3.850 -5.441 -5.488 -0.3 0.3 -0.4
H -3.535 -3.616 -5.610 -0.5 -0.3 -0.3
H -0.123 -1.322 -5.562 -0.3 0.0 -0.4
H -0.631 -2.869 -6.459 0.2 0.3 -0.1
H 1.139 -2.432 -6.206 -0.2 0.0 -0.1
O -4.966 0.262 5.011 1.5 1.2 -0.2
S -4.089 1.307 4.487 -0.9 0.7 0.5
O -3.900 2.572 5.228 0.0 -2.4 -1.2
O -2.637 0.670 4.068 -2.1 0.8 -0.2
C -1.525 0.653 4.955 -0.1 -1.7 1.2
C -1.861 -0.126 6.333 0.8 1.1 -1.3
C -4.663 1.686 2.799 1.0 -0.1 2.1
H -1.095 1.649 5.054 -0.3 0.1 0.5
H -0.841 0.074 4.335 0.3 0.0 0.4
H -2.837 0.161 6.724 0.2 0.2 0.0
H -1.071 0.131 7.039 -0.2 0.1 0.1
H -1.855 -1.212 6.247 0.0 0.0 -0.5
H -5.643 2.141 2.936 0.1 -0.1 -0.2
H -4.664 0.709 2.314 0.0 0.4 -0.4
H -3.882 2.410 2.564 -0.3 -0.1 -1.0
O -4.431 7.258 -4.738 1.9 0.4 -0.7
S -3.030 7.639 -4.927 0.3 1.0 3.4
O -2.506 8.756 -4.055 -1.2 -3.0 -2.9
O -2.090 6.268 -4.559 1.2 2.2 -3.2
C -2.271 5.672 -3.285 -1.5 -0.1 0.2
C -1.214 4.580 -2.911 -0.1 0.6 -0.9
C -2.630 7.874 -6.740 0.7 -0.6 2.3
H -3.279 5.337 -3.526 -0.2 -1.1 1.7
H -2.321 6.544 -2.632 0.1 -0.6 0.9
H -0.888 4.045 -3.803 0.1 0.4 -0.5
H -1.516 3.726 -2.306 -0.8 0.6 0.5
H -0.342 5.030 -2.438 0.0 0.1 -0.1
H -1.807 7.165 -6.833 -0.3 -0.3 -0.5
H -2.161 8.855 -6.809 -0.7 0.1 -0.2
H -3.540 7.638 -7.292 0.3 0.2 0.0
O -3.700 -4.675 2.409 0.0 -0.9 -0.3
S -4.118 -3.706 3.360 -1.2 3.2 2.1
O -5.447 -3.072 3.318 2.6 -1.7 0.0
O -3.946 -4.264 4.930 -2.2 2.2 -1.7
C -2.993 -5.245 5.154 0.9 -0.3 -0.3
C -2.525 -5.213 6.615 -0.2 0.1 -0.1
C -2.882 -2.316 3.382 -1.0 -1.3 0.1
H -2.194 -4.971 4.464 0.8 -0.6 0.3
H -3.439 -6.157 4.758 0.4 -0.5 0.7
H -2.014 -6.151 6.833 0.1 0.2 0.2
H -3.283 -5.029 7.376 -0.7 -0.6 -0.4
H -1.896 -4.350 6.834 0.6 -0.1 -0.5
H -3.279 -1.665 4.161 0.2 0.2 -0.4
H -2.884 -1.909 2.370 -0.2 0.2 0.2
H -1.872 -2.664 3.596 -0.1 -0.2 0.1
O 2.201 0.497 -5.268 1.5 0.4 2.9
S 2.468 0.859 -3.872 -1.4 1.1 0.7
O 2.230 -0.151 -2.780 1.3 1.0 -1.7
O 3.989 1.594 -3.664 -3.7 -1.4 -2.1
C 4.363 1.969 -2.346 1.3 -1.3 1.2
C 5.608 1.126 -2.124 1.3 0.0 0.8
C 1.337 2.246 -3.399 0.9 0.2 0.2
H 3.662 1.619 -1.588 -0.5 0.5 -0.2
H 4.602 3.031 -2.292 -0.5 0.0 -0.1
H 5.826 0.875 -1.086 -0.6 0.0 0.3
H 6.537 1.635 -2.380 -0.1 0.1 -0.7
H 5.517 0.194 -2.681 0.1 0.1 0.0
H 0.290 2.086 -3.655 0.3 -0.6 -0.3
H 1.705 3.173 -3.838 0.1 -0.2 -0.5
H 1.390 2.427 -2.326 0.1 -0.5 0.1
C -6.653 -1.259 -5.419 -0.5 0.0 0.9
Br -5.168 -1.320 -4.057 -1.3 0.1 -0.8
Br -7.193 0.591 -5.809 0.5 -1.1 0.1
Br -8.294 -2.310 -4.857 1.6 0.8 -0.4
H -6.209 -1.750 -6.284 -0.4 0.3 0.1
C -0.435 5.040 1.650 -0.7 0.0 0.0
Br -1.366 3.809 2.883 0.8 0.6 -0.2
Br 0.537 6.526 2.498 -0.4 -1.0 -0.3
Br -1.793 5.728 0.451 0.1 0.2 0.0
H 0.215 4.460 0.996 0.1 0.2 0.6
C -1.784 2.267 -6.569 -0.9 -0.7 0.4
Br -2.235 0.934 -5.162 0.3 0.8 -0.7
Br -3.200 3.593 -6.621 0.4 -0.3 -0.1
Br -1.608 1.288 -8.246 0.2 0.6 0.5
H -0.872 2.767 -6.244 -0.1 -0.3 -0.4
C 4.806 2.392 3.605 1.3 -0.2 0.4
Br 5.798 4.034 3.250 -0.6 -0.4 0.3
Br 5.412 1.661 5.427 -0.7 0.6 -1.9
Br 5.214 1.193 2.080 -0.1 0.2 1.0
H 3.732 2.577 3.593 0.3 -0.1 0.3
C 4.050 -2.100 5.982 -1.4 -0.1 -0.1
C 2.893 -2.977 6.462 -0.2 0.5 0.3
O 1.837 -2.037 6.804 0.2 1.0 0.0
S 1.771 -0.906 5.634 0.1 -0.9 -0.9
O 1.550 0.451 6.105 0.1 -2.6 -0.7
O 0.962 -1.514 4.562 1.8 1.7 2.0
O 3.392 -1.026 5.277 -1.1 0.1 -0.5
H 4.643 -2.719 5.309 0.4 0.5 0.0
H 4.595 -1.635 6.803 0.2 -0.3 -0.1
H 3.206 -3.546 7.338 -0.5 0.1 0.1
H 2.458 -3.620 5.697 0.4 -0.1 -0.1
```
Forces are in eV/Å.

Löwdin population analysis, charges in e, atoms 1 to 99:
1. Ni 0.91
2. C -0.67
3. F 0.16
4. F 0.13
5. F 0.18
6. S 0.73
7. O -0.43
8. O -0.27
9. N -0.35
10. S 0.64
11. O -0.28
12. O -0.29
13. C -0.63
14. F 0.12
15. F 0.14
16. F 0.04
17. O -0.36
18. S 0.73
19. O -0.28
20. O -0.34
21. C -0.23
22. C -0.05
23. C -0.07
24. H 0.12
25. H 0.11
26. H 0.09
27. H 0.06
28. H 0.08
29. H 0.08
30. H 0.08
31. H 0.04
32. O -0.37
33. S 0.78
34. O -0.28
35. O -0.27
36. C -0.31
37. C -0.07
38. C -0.04
39. H 0.13
40. H 0.12
41. H 0.08
42. H 0.10
43. H 0.07
44. H 0.03
45. H 0.07
46. H 0.08
47. O -0.30
48. S 0.64
49. O -0.31
50. O -0.34
51. C -0.24
52. C -0.02
53. C -0.08
54. H 0.09
55. H 0.08
56. H 0.07
57. H 0.06
58. H 0.06
59. H 0.08
60. H 0.07
61. H 0.01
62. O -0.32
63. S 0.73
64. O -0.33
65. O -0.35
66. C -0.27
67. C -0.07
68. C -0.07
69. H 0.11
70. H 0.09
71. H 0.04
72. H 0.06
73. H 0.07
74. H 0.05
75. H 0.07
76. H 0.07
77. O -0.29
78. S 0.67
79. O -0.29
80. O -0.27
81. C -0.31
82. C -0.05
83. C -0.08
84. H 0.10
85. H 0.12
86. H 0.08
87. H 0.08
88. H 0.07
89. H 0.04
90. H 0.04
91. H 0.07
92. O -0.26
93. S 0.80
94. O -0.38
95. O -0.25
96. C -0.26
97. C -0.06
98. C -0.09
99. H 0.09

---

No. 2
# C2H3BrClNO

A single C2H3BrClNO molecule at a distorted geometry (wB97M-V/def2-TZVPD, OMol25).

Properties
Orbital gap: 10.69 eV
Structure (SMILES): NC(=O)[C@H](Cl)Br
Energy above the lowest of the compared OMol25 structures with the same formula, charge and spin: 8.8 kcal per mole
Strongest force on any atom: 4.280 eV/Å
Energy: -3242.19806 hartree
LUMO: 0.5 eV

```
9
Properties=species:S:1:pos:R:3:forces:R:3
N -0.523 -0.340 -0.681 0.3 0.2 0.5
C 0.102 -0.714 0.504 0.2 1.5 -0.4
O -0.184 -1.660 1.196 1.1 0.9 -0.7
C 1.398 0.364 0.826 -2.4 -1.7 -3.1
Cl 1.085 2.062 0.360 0.1 -0.8 0.4
Br 2.881 -0.403 -0.177 -0.2 0.2 0.2
H -0.789 0.617 -0.827 0.6 0.2 0.0
H -0.849 -0.958 -1.394 -0.3 -0.7 0.4
H 1.618 0.247 1.812 0.7 0.2 2.7
```
Forces are in eV/Å.

natural (NBO) charges, unit e, in atom order:
1. N -0.89
2. C 0.70
3. O -0.53
4. C -0.34
5. Cl -0.01
6. Br 0.05
7. H 0.41
8. H 0.41
9. H 0.21

---

Q: What is the energy in the second record?
A: -3242.19806 hartree

---

Q: The highest strongest force on any atom belongs to which entry?
A: C26H56Br12F6NNiO26S9

---

Q: Among the records above, which one has the highest strongest force on any atom?
A: C26H56Br12F6NNiO26S9